Record 1
Here is a gas-phase ion, C8H11N4OS (charge +1) in a non-equilibrium geometry from the OMol25 dataset. Energies are from ωB97M-V/def2-TZVPD.

Summary:
Total charge: +1
Orbital gap (spin up / spin down) in eV: 7.0 / 7.3
Calculated total energy in hartree: -1003.443641
Spin multiplicity: 1
Energy relative to the best compared isomer or geometry (same formula, charge and spin) in kcal/mol: 72.5

```
25
C8H11N4OS | the OMol25 dataset | ωB97M-V/def2-TZVPD
S 2.5431 -0.1906 -0.3784
O 2.4837 -2.7930 0.2457
N -2.1004 0.5418 -0.0445
N -1.8743 -1.5095 -0.8002
N 0.3528 -2.1155 -0.0856
N 1.7543 2.2246 0.1584
C -0.6973 -1.1874 -0.2823
C -0.2347 -3.5102 0.1176
C -2.7067 -0.5381 -0.5354
C -2.6405 1.7079 0.5335
C 1.6398 -2.0382 0.0173
C 1.5351 0.9428 0.1748
C -0.8323 0.0490 0.1848
C 3.0106 2.8055 -0.2414
H 3.1741 2.7939 -1.3201
H 3.1357 3.8058 0.0859
H -0.7366 -3.8676 -0.7372
H 3.8059 2.0755 0.1521
H -3.6075 1.8666 -0.1044
H -2.0350 2.5828 0.4879
H 0.6853 -4.1285 0.4103
H -3.6881 -0.6347 -0.9576
H -3.1024 1.5148 1.5758
H -0.8311 -3.2646 0.8803
H 0.9665 2.8667 0.4625
```

These are the natural (NBO) partial charges, in e, on atoms 1 to 4: S 0.24; O -0.48; N -0.40; N -0.43

---

Record 2
Here is C8H11NO in the gas phase in a non-equilibrium geometry from the OMol25 dataset. Energies are from ωB97M-V/def2-TZVPD.

Summary:
Orbital gap in eV: 9.3
SMILES: CCc1nc(C)ccc1O
Calculated total energy in hartree: -441.368357
Spin multiplicity: 1
Energy relative to the best compared isomer or geometry (same formula, charge and spin) in kcal/mol: 49.7

```
21
C8H11NO | the OMol25 dataset | ωB97M-V/def2-TZVPD
O -0.1179 -0.7959 -2.6665
N -0.2506 0.5016 0.6084
C -1.9907 -1.8043 0.8642
C -1.9291 -0.8633 -0.2330
C 1.4726 0.3441 -1.4932
C -0.6317 -0.2078 -0.4264
C 1.2133 1.9175 1.7648
C 0.2652 -0.2425 -1.4854
C 1.8696 1.0168 -0.4248
C 0.8833 1.0574 0.6124
H 2.1550 1.6584 2.1800
H -1.1002 -2.3518 0.8840
H 0.5203 -1.3326 -3.0659
H 0.6477 1.7802 2.5990
H -2.8278 -0.2411 -0.2082
H -2.8195 -2.4712 1.0760
H 2.0882 0.3414 -2.4201
H -1.8818 -1.0660 1.7584
H 2.9695 1.3143 -0.2249
H -2.0709 -1.4640 -1.1401
H 1.5357 2.9086 1.4412
```

These are the natural (NBO) partial charges, in e, on atoms 1 to 4: O -0.69; N -0.43; C -0.60; C -0.44

---

Record 3
Here is C8H11NO2 in the gas phase in a non-equilibrium geometry from the OMol25 dataset. Energies are from ωB97M-V/def2-TZVPD.

Summary:
Orbital gap in eV: 10.3
SMILES: C[C@H]1C[C@H]2CCC(=O)N2C1=O
Calculated total energy in hartree: -516.637652
Spin multiplicity: 1
Energy relative to the best compared isomer or geometry (same formula, charge and spin) in kcal/mol: 38.2

```
22
C8H11NO2 | the OMol25 dataset | ωB97M-V/def2-TZVPD
O -1.0110 -2.3449 -0.6405
O 1.7902 -2.4189 0.2615
N 0.5672 -0.6463 -0.7418
C -0.7221 -1.1946 -0.5026
C 1.6595 -1.2922 -0.1054
C -2.8319 -0.5652 0.7754
C 1.8537 1.0652 0.1180
C 0.5861 0.7440 -0.7295
C -0.8716 1.3617 -0.1388
C -1.7742 -0.0057 -0.2928
C 2.6631 -0.2302 0.3097
H 0.8145 1.1404 -1.7271
H -2.3212 0.0808 -1.3263
H 1.6616 1.6726 0.9995
H 3.0142 -0.4579 1.3260
H -0.7195 1.7455 0.9100
H -1.3932 2.0962 -0.7445
H -3.1282 -1.6516 0.3787
H -3.5852 0.2219 1.0350
H -2.2270 -0.7613 1.6013
H 2.4680 1.7891 -0.5306
H 3.5070 -0.3485 -0.2353
```

These are the natural (NBO) partial charges, in e, on atoms 1 to 4: O -0.53; O -0.53; N -0.51; C 0.71